26
Properties=species:S:1:pos:R:3:forces:R:3:nbo_charge:R:1 method="wB97M-V/def2-TZVPD" orbital_gap_ha=0.34331 relative_energy_ev=2.3389 total_charge=0
C -0.569672 0.805777 0.037431 -4.1 -0.3 -0.7 0.117
H 2.074612 -2.844714 0.432655 0.9 -0.4 -0.3 0.225
H 0.428561 -3.119116 1.000879 -0.2 -0.4 -0.3 0.236
C 0.752670 -1.486306 -1.548112 2.8 0.3 4.1 -0.606
C 0.712630 -1.278140 -0.002461 -1.6 2.5 0.3 -0.207
S 1.809054 0.208072 0.377758 -1.1 -1.1 -2.2 2.284
C 0.915342 2.730594 -0.302860 0.4 -2.4 0.5 -0.426
C -2.908719 -0.500547 0.560130 -1.3 -0.2 -0.1 -0.009
H 1.377677 -2.043463 1.820307 0.8 0.8 2.1 0.239
C -2.905919 0.827808 0.260585 -3.0 3.0 -0.9 -0.234
H 2.065643 2.621680 -0.163571 -1.9 1.9 -0.7 0.249
H 1.801786 -1.335618 -1.663427 0.9 -0.6 -1.4 0.234
H -3.802653 -1.080859 0.690464 -0.6 0.3 0.3 0.199
C -1.791345 1.566563 -0.064279 2.5 0.5 1.5 -0.236
H -3.895804 1.403717 0.167777 1.4 -1.2 0.4 0.220
C 1.217559 -2.388198 0.861449 -1.8 -0.6 -1.2 -0.643
O 1.969635 0.438407 1.753703 -0.3 0.3 2.3 -0.932
H -1.754780 2.723452 -0.092908 -0.4 -2.2 -0.4 0.232
H 0.396524 -2.439106 -1.645842 -0.9 -2.4 -1.1 0.222
H 0.325296 3.129718 0.540597 1.0 0.3 0.0 0.202
C -0.704998 -0.584331 0.260578 2.0 -0.3 0.6 0.170
H 0.256849 -0.715491 -1.967327 -1.9 2.1 -1.8 0.216
N 0.644300 1.257388 -0.293675 2.1 0.9 0.0 -0.645
H 0.397494 3.090492 -1.215621 1.3 0.2 0.2 0.220
O 3.015851 0.223244 -0.387868 0.1 0.2 -0.8 -0.932
N -1.827589 -1.211026 0.583639 2.8 -1.0 -0.5 -0.394



68
Properties=species:S:1:pos:R:3:forces:R:3:nbo_charge:R:1 method="wB97M-V/def2-TZVPD" orbital_gap_ha=0.33005 relative_energy_ev=12.7812 total_charge=0
H 4.981890 -0.044350 -2.659340 0.2 -0.5 1.4 0.260
H 5.255160 -5.868380 -1.948050 -0.2 0.3 -0.1 0.199
H 0.542150 -2.191220 -0.137910 -0.4 -0.1 -0.5 0.217
C 6.151020 -2.261220 -4.695210 0.6 0.8 -1.0 1.018
O 7.100780 1.250450 -5.361910 7.0 2.1 -2.3 -0.679
O 6.573460 -3.515610 -4.628430 0.1 0.1 -0.5 -0.497
O 3.637000 -2.619790 -0.772020 6.0 -1.6 -1.6 -0.675
C 9.233250 4.681780 -6.831710 -0.3 0.4 0.0 -0.624
O 5.428750 -4.066830 -1.013450 -0.6 0.4 0.8 -0.506
H 8.983850 -0.596650 -6.625000 0.2 0.1 -0.1 0.250
H 6.669370 -0.217500 -7.155150 0.3 -0.7 -0.2 0.156
C 2.132880 1.192630 -2.429890 -0.2 2.1 -0.6 -0.097
C 5.154500 1.181960 -4.227400 -0.7 2.2 -1.5 -0.479
H 5.871790 -3.833160 -2.654190 0.5 0.1 -1.6 0.216
O 6.239290 -1.926470 -6.037200 0.5 -1.1 1.6 -0.517
C 1.400960 -0.489790 -1.035670 -0.9 -0.2 2.9 0.803
C 3.179270 4.629480 -2.835000 -0.9 2.9 -0.5 -0.377
H 4.319860 1.496460 -2.348060 -2.4 -0.2 1.4 0.219
H 4.322540 0.329660 -7.515840 -0.1 0.1 0.1 0.212
C 4.607370 -0.656350 -7.148750 -0.7 -0.3 -1.0 -0.631
H 1.517330 -2.546710 -1.668160 -0.3 -0.1 0.2 0.215
H 7.394880 3.542360 -7.251610 0.0 0.0 0.1 0.193
O 5.832140 -1.547610 -3.765960 0.5 -1.5 -1.6 -0.670
C 1.436430 -1.997400 -0.730180 -1.9 1.2 0.4 -0.716
H 6.002120 0.074600 -5.622510 -0.7 -1.9 -1.1 0.243
H 5.815240 0.738870 -3.482290 -0.3 1.0 -2.1 0.278
C 4.624940 -5.142660 -1.433990 -1.3 -1.2 1.0 -0.280
H 4.541820 -0.492840 -0.289610 -0.2 -0.5 -0.3 0.212
Cl 4.453330 5.632510 -3.599120 -0.3 0.6 0.1 -0.051
Cl 3.217900 4.790540 -1.111460 -0.2 0.6 0.6 0.012
H 5.685760 1.410970 -5.151210 -2.4 0.4 1.2 0.280
H 6.225400 -0.374300 0.041400 0.1 0.2 0.2 0.180
H 4.673280 -1.311190 -8.017620 0.0 -0.1 -0.1 0.205
O 8.848640 2.412360 -6.291130 -0.4 -1.0 -0.6 -0.501
H 9.003300 -0.384220 -4.893180 0.0 0.0 0.0 0.243
H 8.762100 5.652910 -6.983440 -0.3 -0.1 -0.5 0.223
O 0.849800 0.329450 -0.288490 1.0 -1.3 -1.5 -0.632
Cl 3.789350 0.215430 -4.559750 -1.2 -0.8 0.2 0.006
H 6.710810 0.070490 -2.344440 0.2 -0.4 0.2 0.214
H 10.221320 0.496420 -5.858560 -0.1 -0.2 -0.2 0.243
C 9.196510 0.125750 -5.836950 -0.6 0.3 0.1 -0.721
H 7.766810 4.035100 -5.545440 -0.6 -0.6 0.0 0.200
H 7.520120 -4.253630 -2.902200 0.2 0.1 -0.4 0.189
H 9.829850 4.398840 -7.698950 0.1 0.1 0.1 0.217
C 5.520500 -0.642070 -0.745700 0.7 1.6 2.3 -0.075
C 5.724090 0.237800 -1.912590 0.7 -1.1 0.7 -0.680
C 4.840140 -2.862250 -0.955890 -0.8 0.9 1.4 1.025
H 3.517240 1.989920 -0.866590 -0.4 -0.1 0.2 0.206
O 2.051480 -0.176440 -2.144610 0.1 -0.4 -0.2 -0.505
H 2.230850 4.943610 -3.270810 0.0 0.1 0.3 0.226
C 8.164200 3.659550 -6.488380 0.5 0.7 0.6 -0.080
H 6.259510 -5.244550 -3.694150 0.2 0.1 0.1 0.185
H 3.734750 -4.814690 -1.970740 0.4 0.1 -0.5 0.212
C 6.552750 -4.235580 -3.404160 -0.3 0.1 0.0 -0.272
O 5.849770 -1.986560 -0.996080 -1.3 -1.1 -0.3 -0.474
H 1.217240 1.716020 -2.154590 0.1 -0.1 0.8 0.201
H 3.320940 2.906140 -2.401490 -1.4 -3.2 4.0 0.159
H 4.207130 -5.655460 -0.567640 0.2 0.0 0.2 0.197
C 3.397920 1.918120 -1.947660 -2.1 -1.9 1.9 -0.623
H 3.391440 3.603310 -3.135100 -1.8 3.3 -0.6 0.146
H 2.110380 1.309500 -3.513370 0.0 -0.3 0.2 0.187
H 2.259890 -2.333630 -0.100120 -1.5 1.0 0.1 0.288
Cl 4.583820 2.802310 -3.720550 7.0 -0.8 -7.1 -0.009
C 5.922460 -0.611340 -6.465860 -0.6 0.1 0.5 -0.094
H 5.688460 1.310930 -1.724920 0.2 -0.5 0.8 0.225
H 9.834510 4.920420 -5.954420 0.4 -0.6 -0.1 0.218
C 8.219420 1.294160 -5.900010 0.2 0.5 2.4 0.866
H 3.822090 -1.027730 -6.490340 0.2 -0.1 -0.5 0.221



12
Properties=species:S:1:pos:R:3:forces:R:3:nbo_charge:R:1 method="wB97M-V/def2-TZVPD" orbital_gap_ha=0.33795 relative_energy_ev=1.7262 total_charge=0
H 0.860981 -0.159277 2.254685 0.1 0.1 0.3 0.225
H 1.501880 -1.681969 0.121607 0.1 -0.1 0.1 0.230
H 0.532430 -0.175105 -2.117405 0.0 0.0 -0.2 0.211
S -0.996397 -1.542738 -0.422697 -0.1 -0.2 -0.2 0.162
H -1.180784 1.421305 1.475702 -0.1 0.2 0.2 0.223
C -0.640536 0.677799 0.924147 0.1 0.1 0.1 -0.208
C -0.927077 0.312415 -0.519855 -0.3 -0.2 -0.1 -0.363
H 1.094405 1.154051 -1.004988 0.1 0.1 0.1 0.201
C 0.359605 -0.109279 1.308257 0.0 0.2 0.2 -0.228
C 0.674863 -0.992699 0.144985 -0.5 2.1 -2.6 -0.337
C 0.467196 0.279945 -1.140556 0.6 -2.3 2.1 -0.345
H -1.746565 0.815552 -1.023882 0.0 0.0 0.0 0.227



9
Properties=species:S:1:pos:R:3:forces:R:3:nbo_charge:R:1 method="wB97M-V/def2-TZVPD" orbital_gap_ha=0.29389 relative_energy_ev=3.7739 total_charge=0
H 0.635460 -0.819005 0.749130 -2.0 -0.3 0.2 0.249
H -0.028248 1.498951 -0.015277 -0.3 -0.5 0.1 0.230
N -1.962094 1.012227 -0.039368 -3.0 0.3 0.5 0.060
S -1.470879 -1.812856 -0.328237 -1.6 1.7 1.4 0.115
O -2.448697 2.123826 -0.250086 -0.5 0.5 -0.6 -0.476
C -0.765469 0.702174 0.144296 2.8 -1.2 1.5 -0.055
C -0.513526 -0.666599 0.783270 1.6 0.3 -1.4 -0.567
S -3.170448 -0.372508 0.297673 2.3 -1.2 -1.4 0.195
H -0.985586 -0.815817 1.778250 0.7 0.4 -0.5 0.248



LUMO, respectively: 0.66, 0.35, 0.88, -1.09 eV.
HOMO level, respectively: -8.6843, -8.6351, -8.3149, -9.0841 eV.